Entry 1:
Molecular formula: C8H16N2O4
Method: DFT, the ωB97M-V functional and the def2-TZVPD basis

Summary:
**SMILES**: CCCOCNC(=O)OCCC(N)=O
**HOMO level**: -9.93 eV
**LUMO level**: 0.429 eV
**Gap between HOMO and LUMO**: 10.36 eV
**Charge**: 0
**Energy above the lowest of the compared OMol25 structures with the same formula, charge and spin**: 48.73 kcal/mol
**Total energy**: -724.86812 a.u.
**Maximum force**: 0.7 eV/Å

```
30
C8H16N2O4 | OMol25 | the ωB97M-V functional and the def2-TZVPD basis
C -1.106 3.728 -0.121
C -2.010 2.863 -1.009
C -1.459 1.459 -1.296
O -1.989 0.442 -0.466
C -1.593 0.520 0.872
N -1.941 -0.758 1.488
C -1.483 -1.912 0.791
O -2.024 -2.974 0.880
O -0.352 -1.736 0.029
C 0.852 -1.961 0.766
C 2.017 -1.756 -0.202
C 3.246 -2.566 0.164
N 4.334 -2.559 -0.788
O 3.334 -3.183 1.194
H -0.150 3.907 -0.623
H -1.565 4.705 0.058
H -0.917 3.269 0.854
H -2.989 2.740 -0.532
H -2.165 3.392 -1.954
H -0.359 1.468 -1.220
H -1.715 1.164 -2.317
H -0.519 0.768 0.955
H -2.162 1.298 1.400
H -1.568 -0.799 2.432
H 0.877 -2.971 1.180
H 0.928 -1.252 1.601
H 2.279 -0.696 -0.270
H 1.683 -2.082 -1.194
H 3.974 -2.932 -1.666
H 4.543 -1.585 -1.005
```

The net atomic charges from natural (NBO), expressed in e, are: number 1, C, carries -0.61; number 2, C, carries -0.44; number 3, C, carries -0.06; number 4, O, carries -0.53; number 5, C, carries 0.10; number 6, N, carries -0.68; number 7, C, carries 0.91; number 8, O, carries -0.52; number 9, O, carries -0.56; number 10, C, carries -0.07; number 11, C, carries -0.54; number 12, C, carries 0.70; number 13, N, carries -0.88; number 14, O, carries -0.51; number 15, H, carries 0.20; number 16, H, carries 0.21; number 17, H, carries 0.20; number 18, H, carries 0.21; number 19, H, carries 0.21; number 20, H, carries 0.16; number 21, H, carries 0.20; number 22, H, carries 0.14; number 23, H, carries 0.17; number 24, H, carries 0.39; number 25, H, carries 0.21; number 26, H, carries 0.17; number 27, H, carries 0.23; number 28, H, carries 0.24; number 29, H, carries 0.37; number 30, H, carries 0.37

***

Entry 2:
Molecular formula: C8H16N2O5
Method: DFT, the ωB97M-V functional and the def2-TZVPD basis

Summary:
**HOMO level**: -9.36 eV
**LUMO level**: 0.048 eV
**Gap between HOMO and LUMO**: 9.41 eV
**Charge**: 0
**Energy above the lowest of the compared OMol25 structures with the same formula, charge and spin**: 227.30 kcal/mol
**Total energy**: -799.83311 a.u.
**Maximum force**: 7.1 eV/Å

```
31
C8H16N2O5 | OMol25 | the ωB97M-V functional and the def2-TZVPD basis
C -1.617 -0.552 0.088
C -0.112 -0.612 -0.301
C -2.747 0.209 -0.874
C -4.214 0.148 0.025
C 2.009 0.236 0.527
C 2.247 1.689 0.145
C 3.024 -0.479 -0.463
C 2.991 -1.747 0.308
H -1.982 0.902 1.502
H -2.754 -0.483 1.798
H -1.739 -1.708 0.166
H -2.837 -0.047 -1.960
H -1.306 1.516 -1.328
H -5.132 0.015 -1.106
H -4.333 -1.169 0.833
H -4.309 1.304 0.843
H 0.162 -0.120 1.519
H 2.748 0.168 1.480
H 3.852 0.289 -0.385
H 1.783 -0.770 -1.694
H 3.796 -1.746 1.291
H 1.952 -2.224 0.728
H 3.576 -2.366 -0.442
H 1.277 3.012 -0.583
N -1.878 -0.093 1.515
N 0.634 -0.172 0.664
O 0.068 -0.974 -1.510
O -2.291 1.729 -1.123
O 3.290 2.260 0.479
O 2.729 -0.355 -1.704
O 1.113 2.141 -0.438
```

The net atomic charges from natural (NBO), expressed in e, are: number 1, C, carries -0.17; number 2, C, carries 0.68; number 3, C, carries 0.06; number 4, C, carries -0.72; number 5, C, carries -0.23; number 6, C, carries 0.79; number 7, C, carries 0.09; number 8, C, carries -0.69; number 9, H, carries 0.37; number 10, H, carries 0.38; number 11, H, carries 0.23; number 12, H, carries 0.22; number 13, H, carries 0.48; number 14, H, carries 0.26; number 15, H, carries 0.22; number 16, H, carries 0.28; number 17, H, carries 0.45; number 18, H, carries 0.26; number 19, H, carries 0.22; number 20, H, carries 0.49; number 21, H, carries 0.23; number 22, H, carries 0.23; number 23, H, carries 0.23; number 24, H, carries 0.49; number 25, N, carries -0.86; number 26, N, carries -0.60; number 27, O, carries -0.66; number 28, O, carries -0.76; number 29, O, carries -0.60; number 30, O, carries -0.71; number 31, O, carries -0.67

***

Entry 3:
Molecular formula: C8H16N3
Method: DFT, the ωB97M-V functional and the def2-TZVPD basis

Summary:
**SMILES**: CC1=N[C@H]2[C@H](C)[N@H+]2C(C)(C)N1
**HOMO level**: -13.06 eV
**LUMO level**: -2.973 eV
**Gap between HOMO and LUMO**: 10.08 eV
**Charge**: +1
**Energy above the lowest of the compared OMol25 structures with the same formula, charge and spin**: 43.89 kcal/mol
**Total energy**: -478.38520 a.u.
**Maximum force**: 6.2 eV/Å

```
27
C8H16N3 | OMol25 | the ωB97M-V functional and the def2-TZVPD basis
C -0.883 0.399 3.241
C -0.438 0.461 1.732
N 0.449 1.347 1.459
C 1.001 1.250 0.167
C 1.705 0.028 -0.318
C 2.989 0.112 -1.048
N 0.435 0.442 -0.844
C -0.869 -0.368 -0.548
C -0.678 -1.733 -1.183
C -2.004 0.425 -1.266
N -1.025 -0.426 0.832
H -0.161 0.895 3.873
H -0.963 -0.691 3.590
H -1.943 0.852 3.307
H 1.514 2.112 -0.218
H 1.604 -0.983 0.177
H 3.724 0.154 -0.261
H 3.067 0.853 -1.897
H 3.047 -0.863 -1.664
H 0.278 0.862 -1.884
H -1.687 -2.262 -1.043
H 0.094 -2.342 -0.771
H -0.669 -1.573 -2.294
H -2.673 1.103 -0.676
H -2.726 -0.234 -1.808
H -1.427 1.132 -1.881
H -1.758 -0.952 1.226
```

The net atomic charges from natural (NBO), expressed in e, are: number 1, C, carries -0.66; number 2, C, carries 0.49; number 3, N, carries -0.49; number 4, C, carries 0.09; number 5, C, carries -0.05; number 6, C, carries -0.64; number 7, N, carries -0.39; number 8, C, carries 0.33; number 9, C, carries -0.64; number 10, C, carries -0.64; number 11, N, carries -0.66; number 12, H, carries 0.26; number 13, H, carries 0.23; number 14, H, carries 0.24; number 15, H, carries 0.23; number 16, H, carries 0.24; number 17, H, carries 0.26; number 18, H, carries 0.24; number 19, H, carries 0.23; number 20, H, carries 0.46; number 21, H, carries 0.25; number 22, H, carries 0.24; number 23, H, carries 0.24; number 24, H, carries 0.26; number 25, H, carries 0.25; number 26, H, carries 0.20; number 27, H, carries 0.43

***

Entry 4:
Molecular formula: C8H16N3O
Method: DFT, the ωB97M-V functional and the def2-TZVPD basis

Summary:
**SMILES**: C/[NH+]=C(\C)C/C(C)=N\N=C(/C)O
**HOMO level**: -11.56 eV
**LUMO level**: -4.213 eV
**Gap between HOMO and LUMO**: 7.35 eV
**Charge**: +1
**Energy above the lowest of the compared OMol25 structures with the same formula, charge and spin**: 67.86 kcal/mol
**Total energy**: -553.57837 a.u.
**Maximum force**: 3.9 eV/Å

```
28
C8H16N3O | OMol25 | the ωB97M-V functional and the def2-TZVPD basis
C 2.815 2.131 -0.761
N 1.605 1.361 -0.361
C 1.448 0.384 0.499
C 2.494 -0.443 1.038
C 0.066 -0.189 0.814
C -0.733 -0.552 -0.454
C -0.034 -1.627 -1.208
N -1.875 -0.208 -0.815
N -2.612 0.783 -0.429
C -3.821 0.568 -0.044
C -4.270 -0.765 0.465
O -4.678 1.512 0.220
H 2.895 3.071 -0.343
H 3.811 1.658 -0.367
H 2.698 2.423 -1.889
H 0.736 1.706 -0.780
H 3.421 -0.020 0.950
H 2.753 -1.383 0.368
H 2.191 -0.657 1.999
H -0.437 0.553 1.438
H 0.137 -1.106 1.433
H -0.577 -2.056 -2.068
H 0.084 -2.415 -0.599
H 0.827 -1.415 -1.716
H -5.301 -0.819 0.639
H -4.047 -0.988 1.537
H -4.046 -1.551 -0.262
H -4.443 2.278 -0.358
```

The net atomic charges from natural (NBO), expressed in e, are: number 1, C, carries -0.44; number 2, N, carries -0.45; number 3, C, carries 0.52; number 4, C, carries -0.71; number 5, C, carries -0.56; number 6, C, carries 0.22; number 7, C, carries -0.67; number 8, N, carries -0.20; number 9, N, carries -0.38; number 10, C, carries 0.58; number 11, C, carries -0.74; number 12, O, carries -0.62; number 13, H, carries 0.24; number 14, H, carries 0.24; number 15, H, carries 0.26; number 16, H, carries 0.43; number 17, H, carries 0.24; number 18, H, carries 0.30; number 19, H, carries 0.26; number 20, H, carries 0.27; number 21, H, carries 0.26; number 22, H, carries 0.26; number 23, H, carries 0.22; number 24, H, carries 0.22; number 25, H, carries 0.25; number 26, H, carries 0.25; number 27, H, carries 0.25; number 28, H, carries 0.50